Formula: C6H11N2S
Source: the OMol25 dataset
Level of theory: wB97M-V/def2-TZVPD

```
! wB97M-V def2-TZVPD RIJCOSX def2/J DEFGRID3
* xyz 1 1
C -1.56890 0.77903 0.00920
C -1.77801 0.81480 1.34259
C -0.33104 0.28213 -0.71569
C -0.33358 -1.17162 -0.14419
C 0.98393 0.73427 -0.05604
C 0.48098 -2.18348 -0.90958
N 0.31716 -0.69812 1.10989
N 1.17581 2.02412 0.36200
S -0.77242 -0.25152 2.21224
H -2.44910 1.09300 -0.58689
H -2.73756 1.04232 1.94298
H -0.41303 0.76051 -1.71144
H -1.30949 -1.50697 0.09180
H 1.87037 0.17548 -0.23456
H -0.21742 -2.64561 -1.67637
H 0.69295 -3.00732 -0.17903
H 1.33798 -1.91885 -1.43985
H 0.50249 2.69388 0.75190
H 2.09343 2.13336 0.72634
H 0.11512 0.45815 3.17542
*
```

The energy above the lowest of the compared OMol25 structures with the same formula, charge and spin comes out at 114.7 kcal/mol. The value obtained for the gap between HOMO and LUMO is 9.22 eV. The calculation puts the LUMO energy at -3.82 eV. Its total energy is -742.52659 Eh.

Formula: C6H11N3
Source: the OMol25 dataset
Level of theory: wB97M-V/def2-TZVPD

```
! wB97M-V def2-TZVPD RIJCOSX def2/J DEFGRID3
* xyz 0 1
C 1.43268 -0.86089 1.17511
N 1.28585 -0.33539 -0.19597
C 1.61474 1.50190 -0.21534
N 2.68547 1.95911 -0.37306
H 2.12326 -0.52973 -0.73379
H 1.81887 -1.87764 1.14853
H 0.45573 -0.86511 1.65100
H 2.07579 -0.22062 1.77721
C -1.22889 1.74378 -0.23719
C -1.52723 0.43777 -0.03861
C 0.12302 -0.79498 -0.95248
C -2.35867 -0.39570 0.53138
N -0.21354 -2.03048 -0.77890
H -0.95787 -2.30829 -1.41264
H 0.10148 -0.27222 -1.92024
H 0.52072 1.84780 -0.13651
H -1.44134 2.52077 0.49053
H -1.04848 2.11464 -1.25026
H -2.02178 -1.33306 0.95912
H -3.43982 -0.30165 0.51211
*
```

The energy above the lowest of the compared OMol25 structures with the same formula, charge and spin comes out at 152.2 kcal/mol. The value obtained for the gap between HOMO and LUMO is 7.29 eV. The calculation puts the LUMO energy at -0.75 eV. Its total energy is -399.25269 Eh.

Formula: C6H11N3
Source: the OMol25 dataset
Level of theory: wB97M-V/def2-TZVPD

```
! wB97M-V def2-TZVPD RIJCOSX def2/J DEFGRID3
* xyz 0 1
C -2.17342 -1.67340 0.10212
C -1.29273 -0.41349 -0.01949
C 0.06614 -0.13095 -0.19061
N 0.15947 1.10131 -0.16329
C -1.08372 1.52576 -0.11972
N -2.11197 0.72258 0.15437
H -1.35107 2.63472 0.26351
H 1.00706 1.56466 -0.30169
C 0.98633 -1.14985 -0.43148
H 0.76654 -2.20720 0.00138
C 2.22565 -0.53356 0.45797
N 2.71184 0.60692 -0.21509
H 3.63825 0.63984 0.31531
H 3.15238 0.44450 -1.02945
H 2.00299 -0.55674 1.35344
H 2.95184 -1.58326 0.55166
H 1.33280 -1.42404 -1.34592
H -3.28838 -1.50359 0.37126
H -1.69866 -2.25978 0.68050
H -2.24754 -2.11043 -0.84166
*
```

The energy above the lowest of the compared OMol25 structures with the same formula, charge and spin comes out at 129.7 kcal/mol. The value obtained for the gap between HOMO and LUMO is 8.21 eV. The calculation puts the LUMO energy at 0.65 eV. Its total energy is -399.28860 Eh.

Formula: C6H11N3
Source: the OMol25 dataset
Level of theory: wB97M-V/def2-TZVPD

```
! wB97M-V def2-TZVPD RIJCOSX def2/J DEFGRID3
* xyz 0 1
H -3.38379 0.31696 -0.07716
N -2.46524 0.62477 -0.38868
C -1.50085 -0.06004 0.05265
C -1.57378 -1.26418 0.94144
C -0.12548 0.45599 -0.29477
N -0.03466 1.72068 -0.95440
C 0.88396 -0.55164 -0.63064
C 1.34972 -1.50124 -1.40101
N 0.92161 0.08324 0.66420
C 1.92100 1.02677 1.09421
H -2.60630 -1.49687 1.19714
H -1.13882 -2.12709 0.44030
H -0.99544 -1.08653 1.84592
H -0.03891 1.60694 -1.96149
H -0.84744 2.27298 -0.70009
H 2.32228 -1.93784 -1.24204
H 0.78244 -1.88530 -2.23292
H 2.83607 0.48312 1.32807
H 2.13036 1.78193 0.32953
H 1.56326 1.53734 1.98974
*
```

The structure (SMILES) is [H]/N=C(\C)[C@]1(N)C(=C)N1C. The energy above the lowest of the compared OMol25 structures with the same formula, charge and spin comes out at 55.9 kcal/mol. The value obtained for the gap between HOMO and LUMO is 9.81 eV. The calculation puts the LUMO energy at 0.93 eV. Its total energy is -399.40608 Eh.

Formula: C6H11N3
Source: the OMol25 dataset
Level of theory: wB97M-V/def2-TZVPD

```
! wB97M-V def2-TZVPD RIJCOSX def2/J DEFGRID3
* xyz 2 1
C -1.58736 -2.48393 0.47274
C 1.53988 1.58554 -0.96700
C -1.63692 -3.58517 -0.26723
C -2.21707 -2.34175 1.84569
C 2.35483 3.56819 -1.66386
C 1.15796 2.66449 -1.81685
N -0.29691 -0.50687 -0.14416
N -0.86815 -1.41775 0.17701
N 2.25560 0.91918 -0.29515
H -2.21779 -4.47370 0.00447
H -1.16337 -3.60466 -1.16284
H -2.67402 -1.39830 1.79839
H -1.45800 -2.37929 2.63983
H -2.95322 -3.07155 1.85842
H 2.30494 4.31060 -2.38123
H 3.24152 3.01612 -1.85460
H 2.52589 4.13652 -0.70764
H 0.94238 2.19742 -2.72261
H 0.33982 3.26199 -1.54313
H 3.00436 0.50257 0.30173
*
```

The energy above the lowest of the compared OMol25 structures with the same formula, charge and spin comes out at 83.8 kcal/mol. The value obtained for the gap between HOMO and LUMO is 9.53 eV. The calculation puts the LUMO energy at -9.52 eV. Its total energy is -398.70511 Eh.

Formula: C6H11N3O
Source: the OMol25 dataset
Level of theory: wB97M-V/def2-TZVPD

```
! wB97M-V def2-TZVPD RIJCOSX def2/J DEFGRID3
* xyz 0 1
C -1.08466 0.14358 -0.11261
C -1.95191 1.20359 -0.32567
C 1.08688 1.12347 -1.13107
C 0.97182 0.32571 1.16397
C -1.36192 -2.21929 0.72196
C 0.48703 0.12542 -0.20255
N -3.22204 -0.56082 0.22046
N -1.60332 2.38149 -0.72318
N -1.84696 -0.95956 0.27338
O -3.22084 0.70806 -0.09022
H 0.65750 2.15191 -0.84284
H 0.97801 0.92907 -2.23263
H 2.09288 1.03810 -0.93036
H 0.94670 1.35897 1.54574
H 2.06661 0.14956 1.23872
H 0.52846 -0.46085 1.85429
H -0.23594 -2.09911 0.79037
H -1.96944 -3.01719 0.05823
H -1.69980 -2.35203 1.73029
H 0.71486 -0.92188 -0.55301
H -2.21805 3.19629 -0.69873
*
```

The energy above the lowest of the compared OMol25 structures with the same formula, charge and spin comes out at 125.0 kcal/mol. The value obtained for the gap between HOMO and LUMO (spin up / spin down) is 7.74 / 7.60 eV. The calculation puts the LUMO energy (spin up / spin down) at 0.47 / 0.24 eV. Its total energy is -474.56695 Eh.

Please write out number 2 again, unchanged.
Formula: C6H11N3
Source: the OMol25 dataset
Level of theory: wB97M-V/def2-TZVPD

```
! wB97M-V def2-TZVPD RIJCOSX def2/J DEFGRID3
* xyz 0 1
C 1.43268 -0.86089 1.17511
N 1.28585 -0.33539 -0.19597
C 1.61474 1.50190 -0.21534
N 2.68547 1.95911 -0.37306
H 2.12326 -0.52973 -0.73379
H 1.81887 -1.87764 1.14853
H 0.45573 -0.86511 1.65100
H 2.07579 -0.22062 1.77721
C -1.22889 1.74378 -0.23719
C -1.52723 0.43777 -0.03861
C 0.12302 -0.79498 -0.95248
C -2.35867 -0.39570 0.53138
N -0.21354 -2.03048 -0.77890
H -0.95787 -2.30829 -1.41264
H 0.10148 -0.27222 -1.92024
H 0.52072 1.84780 -0.13651
H -1.44134 2.52077 0.49053
H -1.04848 2.11464 -1.25026
H -2.02178 -1.33306 0.95912
H -3.43982 -0.30165 0.51211
*
```

The energy above the lowest of the compared OMol25 structures with the same formula, charge and spin comes out at 152.2 kcal/mol. The value obtained for the gap between HOMO and LUMO is 7.29 eV. The calculation puts the LUMO energy at -0.75 eV. Its total energy is -399.25269 Eh.

> Which formula does entry 3 have?

C6H11N3